1.
Density functional theory data (ωB97M-V with the def2-TZVPD basis set) for 6 unconnected molecules or ions with the total composition C32H40N4O12 in a non-equilibrium geometry.

Output
Max |F|, eV Å⁻¹: 2.2
HOMO level, eV: -9.33
SMILES string: O=[N+]([O-])c1ccccc1.O=[N+]([O-])c1ccccc1.O=[N+]([O-])c1ccccc1.O=[N+]([O-])c1ccccc1.COCCOC.COCCOC
HOMO-LUMO gap, eV: 8.6

Positions of all 88 atoms, in Å:
1 C -0.22039 2.44338 4.03255
2 C -0.31298 3.78987 4.41803
3 C -1.43264 4.52700 4.14621
4 C -2.41424 3.91345 3.36655
5 C -2.30728 2.61812 2.92758
6 C -1.27588 1.80009 3.40331
7 N -3.57434 4.72752 2.93429
8 O -3.72892 5.81367 3.43648
9 O -4.32658 4.22885 2.13456
10 H 0.52270 1.88580 4.59493
11 H 0.55574 4.23171 4.88872
12 H -1.56030 5.52485 4.53920
13 H -3.06188 2.11471 2.33789
14 H -1.30879 0.72452 3.31682
15 C 2.40110 0.09657 -2.66452
16 C 2.67945 0.58422 -1.39737
17 C 2.03245 0.07684 -0.27874
18 C 1.12325 -0.95235 -0.42058
19 C 0.84425 -1.46780 -1.68316
20 C 1.49417 -0.97307 -2.78795
21 N 0.35365 -1.35584 0.75946
22 O -0.52129 -2.17833 0.61102
23 O 0.65934 -0.86266 1.82202
24 H 2.80938 0.44518 -3.60394
25 H 3.35405 1.42310 -1.29116
26 H 2.20457 0.58801 0.65694
27 H 0.13707 -2.28749 -1.73108
28 H 1.21834 -1.23486 -3.80081
29 C -1.77285 2.95280 -4.82861
30 C -2.13530 3.71184 -3.71896
31 C -1.23355 4.05800 -2.72210
32 C 0.09149 3.74138 -2.94454
33 C 0.48410 2.97181 -4.04235
34 C -0.43695 2.57467 -4.97429
35 N 1.12614 4.08559 -1.91571
36 O 2.26161 3.74580 -2.17402
37 O 0.74476 4.69693 -0.95259
38 H -2.51495 2.66131 -5.55729
39 H -3.20302 3.89725 -3.70343
40 H -1.54036 4.63385 -1.86130
41 H 1.53299 2.73028 -4.14143
42 H -0.07152 2.00143 -5.81726
43 C 7.96653 3.83599 -3.51023
44 C 8.49929 2.87111 -4.35763
45 C 7.68516 2.02719 -5.10238
46 C 6.31438 2.14253 -4.95822
47 C 5.75822 3.13673 -4.12979
48 C 6.60305 3.89126 -3.34046
49 N 5.43824 1.27733 -5.74007
50 O 4.26541 1.58828 -5.81699
51 O 5.94189 0.34705 -6.32754
52 H 8.59834 4.55200 -3.00283
53 H 9.57749 2.81190 -4.43560
54 H 8.14661 1.28160 -5.73180
55 H 4.68588 3.25320 -4.07120
56 H 6.23610 4.68046 -2.69406
57 C -2.49710 -4.19511 -0.66370
58 O -3.31585 -5.12054 -1.38382
59 C -2.56284 -5.83609 -2.33468
60 C -2.14087 -7.21719 -1.81655
61 O -1.53465 -7.17148 -0.55096
62 C -1.98856 -8.17225 0.34011
63 H -3.05011 -3.86906 0.21420
64 H -2.32585 -3.34180 -1.32677
65 H -1.56038 -4.65278 -0.34728
66 H -1.66358 -5.29509 -2.64514
67 H -3.18282 -5.97339 -3.22091
68 H -1.46909 -7.68229 -2.54790
69 H -3.04144 -7.84078 -1.79679
70 H -1.49401 -7.96122 1.28866
71 H -1.68967 -9.14551 -0.05335
72 H -3.05589 -8.11363 0.57079
73 C -4.72419 -2.28483 7.34170
74 O -3.96962 -1.09575 7.31598
75 C -3.77398 -0.54479 6.05014
76 C -3.11284 -1.46542 5.04406
77 O -2.00951 -2.18852 5.56624
78 C -0.74659 -1.67194 5.22982
79 H -4.65513 -2.79689 8.29575
80 H -4.32154 -2.96058 6.57693
81 H -5.76626 -2.06145 7.08027
82 H -3.35402 0.46084 6.04070
83 H -4.75577 -0.31441 5.59410
84 H -2.84854 -0.82929 4.18834
85 H -3.78447 -2.19354 4.58688
86 H 0.00748 -2.18046 5.83901
87 H -0.64700 -0.59139 5.14294
88 H -0.35848 -2.09798 4.28668

Atoms 1-2, force components in eV/Å:
-0.5605 -0.2414 1.6973
0.7229 -0.4274 -0.5040


2.
Density functional theory data (ωB97M-V with the def2-TZVPD basis set) for 2 unconnected molecules or ions with the total composition C32H40N4O3 in a non-equilibrium geometry.

Output
Max |F|, eV Å⁻¹: 1.6
HOMO level, eV: -6.74
HOMO-LUMO gap, eV: 5.2

Positions of all 79 atoms, in Å:
1 C 3.05511 4.81586 2.05847
2 C 3.45921 3.70819 1.11889
3 O 2.39722 2.74584 1.10872
4 C 2.83169 1.57270 0.53334
5 N 2.01488 0.57282 0.94279
6 C 2.58732 -0.64116 1.00161
7 C 2.19053 -1.27046 2.32519
8 O 3.26827 -1.25314 0.17300
9 O 3.80070 1.55846 -0.22599
10 H 3.66898 5.70460 1.86625
11 H 1.98917 5.06748 1.96482
12 H 3.23236 4.48824 3.08844
13 H 3.60118 4.07030 0.09494
14 H 4.37407 3.21344 1.47716
15 H 2.02707 -0.51050 3.09703
16 H 1.24933 -1.80897 2.18337
17 H 2.98418 -1.95761 2.61920
18 C 3.15096 -4.41666 -5.86279
19 N 3.55703 -3.13160 -5.33736
20 C 4.84054 -2.68170 -5.81971
21 C 2.87489 -2.52428 -4.33024
22 C 3.32874 -1.29668 -3.74655
23 C 2.61558 -0.73356 -2.70889
24 C 1.34931 -1.25109 -2.32567
25 C 0.56552 -0.59815 -1.32104
26 C -0.51114 -1.15290 -0.65492
27 C -1.32164 -0.45247 0.28036
28 C -2.22491 -1.16804 1.16365
29 C -2.03418 -2.55329 1.38486
30 C -2.99102 -3.31580 2.03487
31 C -4.04625 -2.67352 2.74036
32 N -4.90019 -3.40618 3.52724
33 C -5.42502 -2.90711 4.78517
34 C -5.38685 -4.70847 3.11866
35 C -4.15605 -1.26239 2.66669
36 C -3.34301 -0.55729 1.80006
37 C -1.25320 0.99849 0.33940
38 C -1.00483 1.76394 -0.81754
39 C -0.89637 3.13981 -0.76547
40 C -1.27471 3.82100 0.41328
41 N -1.35381 5.20844 0.42699
42 C -2.56223 5.92865 0.77466
43 C -0.17797 6.03920 0.27571
44 C -1.59194 3.07803 1.57596
45 C -1.45785 1.70142 1.55126
46 C 0.85198 -2.39345 -2.99433
47 C 1.65231 -3.09293 -3.87375
48 H 2.06313 -4.50549 -5.93010
49 H 3.56393 -4.55025 -6.86834
50 H 3.50287 -5.24693 -5.22855
51 H 5.13746 -1.76330 -5.31885
52 H 5.61212 -3.44759 -5.64518
53 H 4.78191 -2.47749 -6.89765
54 H 4.23470 -0.80042 -4.09648
55 H 3.02925 0.12838 -2.16638
56 H 0.93915 0.39460 -1.06828
57 H -0.66058 -2.22533 -0.79882
58 H -1.10742 -3.01839 1.04314
59 H -2.89951 -4.40373 2.09705
60 H -4.95438 -1.95445 5.04731
61 H -6.51330 -2.75841 4.72123
62 H -5.22960 -3.62713 5.59691
63 H -5.03893 -4.93139 2.10471
64 H -5.03122 -5.49706 3.80098
65 H -6.49024 -4.69668 3.12635
66 H -4.91067 -0.74204 3.27628
67 H -3.55256 0.50039 1.64664
68 H -0.89002 1.26530 -1.77514
69 H -0.59571 3.72109 -1.64707
70 H -3.42161 5.25293 0.80188
71 H -2.45177 6.41734 1.75186
72 H -2.75015 6.71619 0.03073
73 H 0.70700 5.41260 0.10999
74 H -0.30308 6.73504 -0.56885
75 H -0.03220 6.63319 1.19536
76 H -1.91367 3.60964 2.47904
77 H -1.56556 1.14760 2.48615
78 H -0.17118 -2.70605 -2.79562
79 H 1.30684 -4.05964 -4.23848

Atoms 1-2, force components in eV/Å:
0.0393 0.1530 0.3558
-0.4382 0.0662 -0.1847


3.
Density functional theory data (ωB97M-V with the def2-TZVPD basis set) for 6 unconnected molecules or ions with the total composition C32H41BN8O4 in a non-equilibrium geometry.

Output
Max |F|, eV Å⁻¹: 9.8
HOMO level, eV: -9.31
SMILES string: CCB(O)[C@H]1OC(=O)O[C@H]1CC(N)(N)N.c1ccncc1.c1ccncc1.c1ccncc1.c1ccncc1.c1ccncc1
HOMO-LUMO gap, eV: 9.7

Positions of all 86 atoms, in Å:
1 C -0.12790 -2.39461 -5.00342
2 C 1.23365 -2.21726 -4.09832
3 B 0.98663 -2.67212 -2.50262
4 O 2.00081 -3.52734 -1.82514
5 C -0.37519 -2.22211 -1.69820
6 O -1.09753 -3.27001 -0.92491
7 C -2.26068 -2.48540 -0.39345
8 O -3.56733 -2.77012 -0.43865
9 O -1.55251 -1.28152 0.14006
10 C -0.35563 -0.92874 -0.69114
11 C 0.89026 -0.70731 0.35204
12 C 2.06204 0.31435 -0.17400
13 N 3.41862 -0.37323 -0.12021
14 N 2.20069 1.58959 0.65556
15 N 1.84157 0.80213 -1.62170
16 H -0.80459 -3.21824 -4.47049
17 H 0.05965 -2.60786 -6.13903
18 H -0.75687 -1.38623 -4.91068
19 H 1.58478 -1.10098 -4.05081
20 H 2.02632 -2.96798 -4.52176
21 H 2.82258 -3.60590 -2.39515
22 H -1.21321 -1.89402 -2.48278
23 H -0.69815 0.07786 -1.18100
24 H 1.37417 -1.71892 0.75108
25 H 0.41981 -0.19806 1.32362
26 H 3.48074 -1.05645 0.66618
27 H 3.64521 -0.79659 -1.04661
28 H 1.65280 2.37718 0.24494
29 H 1.98726 1.42664 1.66371
30 H 2.62098 1.51593 -1.74961
31 H 0.96901 1.41177 -1.62654
32 N -2.76052 1.31222 3.10048
33 C -3.18716 1.65397 4.33601
34 C -3.69303 0.74813 5.25453
35 C -3.77092 -0.59035 4.88453
36 C -3.34105 -0.97304 3.61808
37 C -2.84680 0.00528 2.77043
38 H -3.10917 2.71029 4.57636
39 H -4.01881 1.07827 6.23439
40 H -4.16307 -1.32926 5.57727
41 H -3.38915 -2.00809 3.29930
42 H -2.49553 -0.24385 1.77301
43 N 6.24749 0.15131 -3.11661
44 C 7.41703 0.41639 -3.73892
45 C 8.50294 1.01193 -3.11742
46 C 8.38356 1.36168 -1.77655
47 C 7.19089 1.10322 -1.10883
48 C 6.16203 0.50055 -1.81462
49 H 7.45983 0.12795 -4.78517
50 H 9.41931 1.19895 -3.66563
51 H 9.21300 1.83151 -1.25604
52 H 7.06599 1.36417 -0.06404
53 H 5.21279 0.27491 -1.33676
54 N 3.07862 2.43724 -5.92687
55 C 3.08961 3.11611 -7.09493
56 C 4.24009 3.38578 -7.81869
57 C 5.45569 2.93623 -7.31398
58 C 5.47703 2.23583 -6.11228
59 C 4.27370 2.01187 -5.46286
60 H 2.11696 3.44877 -7.44555
61 H 4.18960 3.93340 -8.75293
62 H 6.37877 3.12977 -7.85261
63 H 6.40807 1.87265 -5.69212
64 H 4.23763 1.46694 -4.52368
65 N -9.56027 -2.29808 -0.83796
66 C -8.82807 -1.65058 -1.77068
67 C -7.44405 -1.68894 -1.82705
68 C -6.76662 -2.43304 -0.86690
69 C -7.49281 -3.10949 0.10787
70 C -8.87483 -3.01374 0.07990
71 H -9.40217 -1.08106 -2.49574
72 H -6.90736 -1.15134 -2.60048
73 H -5.68183 -2.48567 -0.87814
74 H -6.99460 -3.69747 0.87032
75 H -9.48630 -3.52650 0.81712
76 N -3.39294 1.28702 8.76834
77 C -4.15636 1.24109 9.88209
78 C -3.74477 1.71243 11.11844
79 C -2.47114 2.26151 11.22277
80 C -1.66056 2.32109 10.09382
81 C -2.16199 1.82723 8.90027
82 H -5.14043 0.80075 9.75028
83 H -4.40111 1.65244 11.97918
84 H -2.11316 2.64011 12.17574
85 H -0.66290 2.74252 10.14223
86 H -1.56912 1.85450 7.99029

Atoms 1-2, force components in eV/Å:
-0.8200 0.8111 1.1250
-0.3752 -0.5677 0.4136


4.
Density functional theory data (ωB97M-V with the def2-TZVPD basis set) for a molecular structure, C32H41N7P2PdSi2 in a non-equilibrium geometry.

Output
Charge: -2
Max |F|, eV Å⁻¹: 1.4
HOMO level, eV: -0.48
HOMO-LUMO gap, eV: 5.3

Positions of all 85 atoms, in Å:
1 Pd -0.65110 -0.04120 -0.69490
2 C -1.12380 -4.70720 -1.26270
3 Si -0.35040 -3.70280 0.20480
4 C -1.87510 -3.27870 1.30130
5 C 0.64330 -5.03710 1.16400
6 N 0.61890 -2.33710 0.01110
7 P 1.26610 -1.53440 -1.23190
8 C 2.03090 -0.02230 -1.04150
9 P 1.25250 1.48500 -1.20400
10 N 0.58610 2.25820 0.05220
11 Si -0.33960 3.65340 0.25140
12 C -1.14540 4.65810 -1.19850
13 C 0.67850 4.98210 1.19590
14 C -1.83700 3.26590 1.39870
15 C 2.61810 2.66920 -1.52850
16 C 3.79480 2.43160 -0.82920
17 C 4.79150 3.38540 -0.76200
18 C 4.61310 4.61220 -1.38310
19 C 3.44290 4.86540 -2.08020
20 C 2.45370 3.90250 -2.15040
21 C 0.22010 1.70080 -2.70850
22 C -1.16830 1.58310 -2.57190
23 C -1.98700 1.65220 -3.68440
24 C -1.43080 1.82420 -4.94740
25 C -0.05480 1.88930 -5.09010
26 C 0.76900 1.81730 -3.98030
27 C 2.64440 -2.69880 -1.57390
28 C 2.47800 -3.94040 -2.18030
29 C 3.46620 -4.90210 -2.10090
30 C 4.63990 -4.63890 -1.41350
31 C 4.82340 -3.40200 -0.81350
32 C 3.82600 -2.45030 -0.88780
33 C 0.23970 -1.73630 -2.74160
34 C 0.79490 -1.84900 -4.00930
35 C -0.02110 -1.91360 -5.12490
36 C -1.39990 -1.84950 -4.98860
37 C -1.96190 -1.68880 -3.72830
38 C -1.15070 -1.62280 -2.61120
39 H -1.44140 -5.69580 -0.93300
40 H -0.40640 -4.85190 -2.06500
41 H -1.98590 -4.20670 -1.69630
42 H -2.61150 -4.07940 1.30810
43 H -2.35970 -2.37060 0.94880
44 H -1.56920 -3.10160 2.32800
45 H -0.01380 -5.80620 1.56110
46 H 1.18640 -4.59630 1.99140
47 H 1.37380 -5.51460 0.52040
48 H -0.45240 4.78910 -2.02450
49 H -1.44500 5.65190 -0.86690
50 H -2.02520 4.16080 -1.60020
51 H 1.39730 5.46660 0.54430
52 H 1.23830 4.53230 2.00800
53 H 0.03030 5.74760 1.61520
54 H -2.30300 2.32410 1.11630
55 H -2.59450 4.04700 1.36330
56 H -1.51100 3.17070 2.43140
57 H 3.88660 1.46880 -0.34290
58 H 5.71200 3.18750 -0.22320
59 H 5.37430 5.38180 -1.31060
60 H 3.31200 5.83120 -2.55900
61 H 1.53700 4.10940 -2.68660
62 H -1.59130 1.48200 -1.54610
63 H -3.06360 1.57780 -3.57060
64 H -2.07430 1.89920 -5.81900
65 H 0.38510 2.00240 -6.07550
66 H 1.84840 1.84650 -4.08420
67 H 1.55690 -4.15430 -2.70700
68 H 3.33100 -5.87530 -2.56360
69 H 5.39960 -5.40800 -1.33020
70 H 5.74720 -3.19480 -0.28380
71 H 3.91890 -1.48070 -0.41400
72 H 1.87540 -1.88370 -4.10740
73 H 0.42330 -2.02150 -6.10850
74 H -2.03750 -1.91600 -5.86530
75 H -3.04050 -1.62260 -3.62020
76 H -1.57710 -1.52950 -1.58650
77 N -0.67240 0.15130 5.02850
78 N -0.49470 0.06940 3.65870
79 N 0.70110 0.05160 3.11410
80 C 0.41390 -0.05050 1.82550
81 N -0.91390 -0.08610 1.63280
82 N -1.47580 -0.00630 2.79310
83 H 0.12720 0.65440 5.40120
84 H -1.54480 0.63430 5.22150
85 H 1.14770 -0.09260 1.02640

Atoms 1-2, force components in eV/Å:
-1.2424 0.0429 0.3462
0.3559 0.5090 0.2254


5.
Density functional theory data (ωB97M-V with the def2-TZVPD basis set) for 6 unconnected molecules or ions with the total composition C32H41NO16 in a non-equilibrium geometry.

Output
Max |F|, eV Å⁻¹: 3.1
HOMO level, eV: -9.65
SMILES string: O=C(O)CCN1C(=O)c2ccc(COO)cc2C1=O.O=C1CCCO1.O=C1CCCO1.O=C1CCCO1.O=C1CCCO1.O=C1CCCO1
HOMO-LUMO gap, eV: 9.1

Positions of all 90 atoms, in Å:
1 O -3.16531 -2.78495 1.46720
2 C -2.31908 -2.57658 0.63343
3 O -2.66589 -2.54916 -0.68831
4 C -0.88062 -2.33452 1.09067
5 C 0.19143 -2.47917 -0.01970
6 N 1.24344 -1.47322 0.05197
7 C 0.84363 -0.14686 0.01855
8 O -0.12099 0.36484 -0.50055
9 C 1.93280 0.54253 0.83480
10 C 2.02545 1.85293 1.18511
11 C 3.11984 2.24976 1.93157
12 C 4.08232 1.32923 2.27969
13 C 5.29516 1.82990 3.07386
14 O 4.97631 3.03239 3.75458
15 O 5.50728 4.10238 2.98085
16 C 3.97519 -0.00531 1.93151
17 C 2.88474 -0.40489 1.21295
18 C 2.44230 -1.77552 0.69889
19 O 2.97740 -2.84609 0.84429
20 H -2.25641 -1.77029 -1.09503
21 H -0.88017 -1.35146 1.57516
22 H -0.64073 -3.05274 1.87865
23 H 0.57366 -3.50017 -0.03670
24 H -0.30996 -2.33831 -0.98549
25 H 1.22868 2.50945 0.86429
26 H 3.17733 3.28884 2.21896
27 H 5.62727 1.05006 3.76505
28 H 6.12812 2.06640 2.40263
29 H 4.77017 4.72551 2.91135
30 H 4.73243 -0.72984 2.22063
31 O 3.59737 -0.14097 -2.14439
32 C 3.10038 -0.37026 -3.20501
33 O 3.61786 0.03272 -4.39095
34 C 2.70441 -0.29953 -5.45368
35 C 1.84267 -1.42572 -4.90320
36 C 1.79550 -1.08799 -3.41672
37 H 2.11949 0.59078 -5.69597
38 H 3.26719 -0.59994 -6.33455
39 H 0.86490 -1.49157 -5.37720
40 H 2.34788 -2.38299 -5.04417
41 H 0.98252 -0.39875 -3.17684
42 H 1.73292 -1.98056 -2.79937
43 O -6.15175 3.06444 1.30071
44 C -5.45269 2.10434 1.15675
45 O -4.25145 2.15176 0.52044
46 C -3.70569 0.82669 0.41505
47 C -4.38564 0.02314 1.51136
48 C -5.75700 0.68676 1.58814
49 H -3.92881 0.43769 -0.58290
50 H -2.62376 0.87228 0.54048
51 H -4.42103 -1.04333 1.30414
52 H -3.85599 0.16354 2.45711
53 H -6.46293 0.24694 0.88445
54 H -6.16248 0.66552 2.59670
55 O 7.65496 -3.30086 1.21238
56 C 7.13599 -3.52548 0.15937
57 O 7.65477 -3.11589 -1.02651
58 C 6.74927 -3.43952 -2.09356
59 C 5.88587 -4.57029 -1.55626
60 C 5.82174 -4.24233 -0.06861
61 H 6.16469 -2.54781 -2.33420
62 H 7.31880 -3.73422 -2.97280
63 H 4.91100 -4.63378 -2.03817
64 H 6.39377 -5.52603 -1.70043
65 H 5.00316 -3.56150 0.16184
66 H 5.75502 -5.13772 0.54318
67 O 2.61606 5.33132 0.11532
68 C 2.09711 5.14257 -0.94655
69 O 2.62819 5.56059 -2.11968
70 C 1.71791 5.27865 -3.19752
71 C 0.82587 4.15958 -2.68361
72 C 0.76629 4.46346 -1.19217
73 H 1.15620 6.18769 -3.42410
74 H 2.28378 4.98661 -4.07951
75 H -0.14836 4.12627 -3.16845
76 H 1.31265 3.19472 -2.84221
77 H -0.03776 5.15992 -0.94926
78 H 0.67705 3.56078 -0.60213
79 O -8.33267 -0.43822 0.88966
80 C -9.01149 -0.62710 1.85606
81 O -9.28208 -1.86083 2.34454
82 C -10.20782 -1.76045 3.44035
83 C -10.06608 -0.33633 3.95288
84 C -9.72066 0.42762 2.67905
85 H -11.21230 -1.96979 3.06555
86 H -9.95384 -2.50070 4.19583
87 H -10.95680 0.02882 4.46105
88 H -9.23168 -0.27637 4.65401
89 H -10.61237 0.75275 2.14120
90 H -9.06590 1.27373 2.87219

Atoms 1-2, force components in eV/Å:
0.6188 -0.3333 -0.7181
-0.7544 -0.2401 1.3093